No. 1
132
Properties=species:S:1:pos:R:3 method="wB97M-V/def2-TZVPD" gap_ev="6.8 / 6.8" largest_force_ha_per_bohr=0.031 charge=+3 energy_ha=-6860.57085
Os -0.65 -0.21 0.07
C 1.88 -5.10 -0.59
C 2.56 -4.32 0.51
C 4.06 -4.36 0.46
O 2.07 -2.92 0.36
P 2.03 -1.80 1.43
O 0.69 -1.13 1.52
C 3.17 -0.50 0.94
P 2.46 0.59 -0.31
O 1.01 0.92 0.09
O 2.47 -0.16 -1.65
C 3.52 -0.46 -2.68
C 4.13 -1.80 -2.38
C 4.55 0.64 -2.81
O 3.36 1.81 -0.47
C 3.98 2.82 0.44
C 3.41 2.79 1.84
C 5.47 2.59 0.39
O 2.50 -2.49 2.73
C 2.74 -2.00 4.12
C 1.78 -0.90 4.50
C 4.20 -1.64 4.25
H 2.08 -6.16 -0.46
H 2.25 -4.80 -1.57
H 0.80 -4.95 -0.56
H 2.21 -4.67 1.48
H 4.43 -4.10 -0.53
H 4.40 -5.37 0.69
H 4.51 -3.69 1.20
H 4.11 -0.93 0.55
H 3.40 0.09 1.83
H 2.93 -0.49 -3.59
H 4.88 -1.73 -1.59
H 4.63 -2.17 -3.28
H 3.37 -2.53 -2.09
H 5.17 0.72 -1.91
H 4.10 1.61 -3.02
H 5.20 0.37 -3.64
H 3.74 3.77 -0.04
H 3.84 1.99 2.44
H 2.33 2.69 1.82
H 3.64 3.73 2.34
H 5.73 1.62 0.81
H 5.97 3.36 0.99
H 5.85 2.66 -0.63
H 2.53 -2.88 4.72
H 1.92 -0.01 3.87
H 1.98 -0.61 5.53
H 0.75 -1.22 4.42
H 4.43 -0.70 3.73
H 4.84 -2.43 3.85
H 4.44 -1.50 5.30
S -4.00 -1.68 2.76
C -2.68 -2.76 2.87
C -1.67 -2.34 2.08
N -1.93 -1.16 1.38
C -3.14 -0.73 1.68
H -2.70 -3.63 3.50
H -0.71 -2.83 1.99
H -3.53 0.18 1.27
C 0.71 -2.05 -3.25
N -0.66 -2.50 -3.08
C -1.35 -2.84 -4.33
C -1.19 -2.74 -1.87
N -0.75 -2.06 -0.76
N -2.08 -3.73 -1.74
C -3.08 -3.75 -0.67
C -2.00 -4.97 -2.51
H 1.31 -2.88 -3.64
H 1.11 -1.72 -2.30
H 0.74 -1.24 -3.97
H -2.41 -3.00 -4.15
H -0.92 -3.72 -4.80
H -1.24 -2.00 -5.01
H -0.90 -2.68 0.03
H -3.30 -2.74 -0.34
H -2.74 -4.36 0.17
H -3.99 -4.19 -1.06
H -1.08 -5.01 -3.08
H -2.85 -5.09 -3.18
H -2.00 -5.81 -1.81
C -5.54 0.86 0.65
Si -4.49 2.22 -0.03
C -4.72 2.25 -1.86
C -5.06 3.79 0.72
As -1.96 1.91 0.55
Si -1.06 3.99 -0.47
C -1.56 4.08 -2.26
C -1.85 5.35 0.49
C 0.78 4.05 -0.31
Si -1.66 2.34 2.95
C -0.12 3.35 3.10
C -1.39 0.76 3.87
C -3.15 3.24 3.54
H -6.56 1.09 0.30
H -5.59 0.84 1.75
H -5.30 -0.13 0.27
H -5.49 3.01 -2.06
H -5.11 1.30 -2.21
H -3.85 2.51 -2.45
H -6.08 3.91 0.32
H -4.50 4.67 0.43
H -5.14 3.76 1.80
H -2.14 3.24 -2.59
H -0.67 4.14 -2.89
H -2.15 4.99 -2.42
H -2.85 5.57 0.13
H -1.25 6.25 0.32
H -1.90 5.19 1.57
H 1.22 3.07 -0.21
H 1.08 4.67 0.54
H 1.18 4.51 -1.22
H 0.75 2.71 3.00
H -0.10 3.78 4.11
H -0.04 4.17 2.39
H -0.79 0.04 3.30
H -2.33 0.28 4.16
H -0.85 0.99 4.79
H -3.39 4.11 2.95
H -2.94 3.58 4.56
H -4.03 2.59 3.59
F -3.46 -0.79 -1.36
C -2.66 -0.10 -2.21
C -1.44 0.38 -1.77
C -0.73 1.10 -2.72
F 0.43 1.71 -2.42
C -1.19 1.30 -4.02
F -0.45 2.00 -4.88
C -2.40 0.78 -4.41
F -2.85 0.95 -5.64
C -3.15 0.08 -3.49
F -4.33 -0.43 -3.83

No. 2
9
Properties=species:S:1:pos:R:3 method="wB97M-V/def2-TZVPD" de_lowest_kj_mol=535.3 gap_ev="9.2 / 9.3" largest_force_ha_per_bohr=0.077 charge=0 energy_ha=-506.83017
C 0.64 0.38 -1.34
C -0.27 -0.12 1.37
N -0.42 -0.19 -1.01
O -1.42 -0.68 -1.38
F 0.99 -0.32 1.63
F -0.72 1.01 1.93
F -1.02 -1.11 1.79
H 0.91 0.33 -2.35
H 1.31 0.69 -0.64